This record from OMol25 describes the ion C5H12NO2 with charge -1 at a distorted geometry. The level of theory is the ωB97M-V functional and the def2-TZVPD basis.

structure (SMILES)	[O-]CNCCCCO
relative energy (zero: lowest compared OMol25 entry of this formula, charge and spin)	324.6	kJ/mol
charge	-1
E	-402.9058	hartree
max |F|	0.0419	hartree/bohr
spin multiplicity	1
HOMO level	-2.60	eV

Cartesian coordinates (Å):
C  1.287  -1.415  -2.016
C  -0.195  -0.086  0.703
H  2.666  0.086  -2.133
H  -1.956  -0.595  1.510
H  1.145  0.981  -0.494
C  0.127  -0.441  -1.836
O  2.449  -0.765  -2.541
H  -0.424  1.380  -0.960
H  -0.086  -1.165  0.790
H  -0.027  0.106  -2.777
O  -0.784  0.880  3.262
H  1.418  -1.906  -1.040
H  -0.761  -1.086  -1.721
C  -1.624  1.192  2.303
H  -2.685  1.097  2.658
H  0.476  0.423  1.398
H  1.152  -2.185  -2.773
C  0.168  0.501  -0.694
H  -1.492  2.183  1.800
N  -1.588  0.232  1.064